Record 1
Entry from OMol25: a single C3H2O molecule in a non-equilibrium geometry (the ωB97M-V functional and the def2-TZVPD basis).

As for the structure (SMILES): C#CC=O. As for the strongest force on any atom: 6.5 eV/Å. The LUMO energy is -0.382 eV. The calculation puts the HOMO-LUMO gap at 9.8 eV. For the energy relative to the best compared isomer or geometry (same formula, charge and spin), the calculation gives 19.5 kcal per mole.

The geometry in XYZ format:
```
6
Properties=species:S:1:pos:R:3:forces:R:3
C 1.4999 -0.3904 -0.0596 -1.8 1.6 1.2
C 0.2746 -0.2375 0.1150 6.0 -2.2 -1.2
C -1.0625 0.0456 -0.0405 -2.4 5.1 1.1
O -2.1109 -0.5086 -0.0062 -0.6 -2.3 -0.3
H 2.5981 -0.1299 -0.0101 -1.9 -0.9 -0.3
H -1.1991 1.2207 0.0013 0.7 -1.3 -0.5
```
Positions in Å, forces in eV/Å.

Record 2
Entry from OMol25: a single C3H2O molecule in a non-equilibrium geometry (the ωB97M-V functional and the def2-TZVPD basis).

As for the strongest force on any atom: 5.8 eV/Å. The LUMO energy is -0.596 eV. The calculation puts the HOMO-LUMO gap at 7.6 eV. For the energy relative to the best compared isomer or geometry (same formula, charge and spin), the calculation gives 54.6 kcal per mole.

The geometry in XYZ format:
```
6
Properties=species:S:1:pos:R:3:forces:R:3
C -0.0419 1.1732 -0.0669 3.9 2.1 -3.7
C 0.7643 0.1736 -0.6692 -1.0 -0.4 1.5
C 1.8370 -0.1774 -1.4414 -0.9 0.0 0.0
O 2.6159 -0.7861 -2.0304 -0.4 1.0 0.5
H -0.6895 0.7813 0.6066 -2.0 -1.8 2.0
H 0.4887 -0.7953 -0.2496 0.4 -0.8 -0.3
```
Positions in Å, forces in eV/Å.

Record 3
Entry from OMol25: 2 unconnected molecules or ions with the total composition C3H2O2 in a non-equilibrium geometry (the ωB97M-V functional and the def2-TZVPD basis).

As for the strongest force on any atom: 4.0 eV/Å. The LUMO energy is 0.816 eV. The calculation puts the HOMO-LUMO gap at 10.7 eV. For the energy relative to the best compared isomer or geometry (same formula, charge and spin), the calculation gives 69.0 kcal per mole.

The geometry in XYZ format:
```
7
Properties=species:S:1:pos:R:3:forces:R:3
C 0.2510 -0.5138 -1.1019 -1.1 0.4 -1.7
C -0.1306 2.4702 0.5021 0.2 0.0 -0.3
C -0.3006 -1.0309 0.1838 -1.8 -3.0 -1.5
O 0.4052 2.3978 -0.4863 -0.2 0.1 0.3
O 1.0291 -0.9832 -0.2498 3.3 -1.0 0.5
H -0.4478 -0.3146 0.8596 -1.1 2.4 3.0
H -0.8063 -2.0255 0.2926 0.8 1.1 -0.3
```
Positions in Å, forces in eV/Å.

Record 4
Entry from OMol25: a single C3H2O2 molecule in a non-equilibrium geometry (the ωB97M-V functional and the def2-TZVPD basis).

As for the strongest force on any atom: 6.0 eV/Å. The LUMO energy (spin up / spin down) is -1.538 / -1.538 eV. The calculation puts the HOMO-LUMO gap (spin up / spin down) at 8.4 / 8.5 eV. For the energy relative to the best compared isomer or geometry (same formula, charge and spin), the calculation gives 122.8 kcal per mole.

The geometry in XYZ format:
```
7
Properties=species:S:1:pos:R:3:forces:R:3
C 0.4799 0.3255 1.6492 -5.6 -0.9 -2.2
C -0.4726 -0.1816 0.2649 0.5 0.7 4.5
C -0.0455 0.2025 -1.0878 -1.5 -1.1 2.2
O -0.1059 0.9120 -1.9981 0.5 1.4 -2.0
O 0.2347 -1.0260 -0.7236 0.8 -0.8 -0.7
H 1.4631 0.3178 1.3603 2.9 -0.3 -1.2
H -1.5536 -0.5502 0.5351 2.3 0.9 -0.7
```
Positions in Å, forces in eV/Å.

Record 5
Entry from OMol25: 2 unconnected molecules or ions with the total composition C3H2O2 in a non-equilibrium geometry (the ωB97M-V functional and the def2-TZVPD basis).

As for the strongest force on any atom: 3.7 eV/Å. The LUMO energy (spin up / spin down) is 0.797 / -2.949 eV. The calculation puts the HOMO-LUMO gap (spin up / spin down) at 9.0 / 7.6 eV. Its spin multiplicity is 3. For the energy relative to the best compared isomer or geometry (same formula, charge and spin), the calculation gives 40.2 kcal per mole.

The geometry in XYZ format:
```
7
Properties=species:S:1:pos:R:3:forces:R:3
C -1.0649 -0.1610 0.3916 0.5 -0.4 0.1
C -3.3969 0.3708 0.0789 -2.1 2.0 0.6
C -0.3133 -1.0987 -0.1028 3.6 -0.6 0.3
O -3.7884 1.3565 0.5401 0.6 0.6 0.6
O -3.2261 -0.6129 -0.4615 0.2 -2.8 -1.6
H -0.4667 -2.1686 -0.5056 -0.5 1.9 0.6
H 0.8625 -0.8611 0.0667 -2.3 -0.7 -0.6
```
Positions in Å, forces in eV/Å.

Record 6
Entry from OMol25: a single C3H2O2S molecule in a non-equilibrium geometry (the ωB97M-V functional and the def2-TZVPD basis).

As for the structure (SMILES): S=c1occo1. As for the strongest force on any atom: 4.4 eV/Å. The LUMO energy is 0.447 eV. The calculation puts the HOMO-LUMO gap at 9.2 eV. For the energy relative to the best compared isomer or geometry (same formula, charge and spin), the calculation gives 32.7 kcal per mole.

The geometry in XYZ format:
```
8
Properties=species:S:1:pos:R:3:forces:R:3
S -2.7841 -0.0298 -0.0172 -0.5 -0.7 -0.3
C -1.1698 -0.1411 -0.1190 -3.1 1.7 0.8
O -0.3885 -1.1639 -0.0314 1.4 -0.8 -1.1
C 0.9133 -0.6772 -0.1610 1.8 2.2 3.4
C 0.8114 0.7111 0.0460 0.7 -2.3 -1.7
O -0.4833 1.0147 -0.1164 0.1 0.3 0.2
H 1.7011 -1.3415 0.2899 -0.9 0.7 -1.2
H 1.3998 1.6277 0.1090 0.5 -0.9 0.0
```
Positions in Å, forces in eV/Å.

Record 7
Entry from OMol25: 2 unconnected molecules or ions with the total composition C3H2O2S in a non-equilibrium geometry (the ωB97M-V functional and the def2-TZVPD basis).

As for the structure (SMILES): C=C=O.O=C=S. As for the strongest force on any atom: 5.3 eV/Å. The LUMO energy is 0.592 eV. The calculation puts the HOMO-LUMO gap at 10.0 eV. For the energy relative to the best compared isomer or geometry (same formula, charge and spin), the calculation gives 8.8 kcal per mole.

The geometry in XYZ format:
```
8
Properties=species:S:1:pos:R:3:forces:R:3
C -1.7594 0.1313 0.0204 4.5 -0.5 2.7
C -0.9277 -0.8243 0.4393 1.6 -1.1 0.8
O -0.1071 -1.5805 0.8702 -2.9 2.1 -1.3
H -1.3148 1.1072 0.0896 0.1 0.3 0.3
H -2.5347 0.0474 -0.5828 -3.5 -0.9 -2.4
O 1.5189 0.7048 0.7508 0.6 -0.2 -0.3
C 2.1632 0.3751 -0.1544 -0.9 0.8 0.8
S 2.9617 0.0392 -1.4331 0.5 -0.4 -0.5
```
Positions in Å, forces in eV/Å.

Record 8
Entry from OMol25: a molecular structure, C3H2O2Yb in a non-equilibrium geometry (the ωB97M-V functional and the def2-TZVPD basis).

As for the strongest force on any atom: 4.7 eV/Å. The net charge is +3. The LUMO energy (spin up / spin down) is -13.802 / -18.065 eV. The calculation puts the HOMO-LUMO gap (spin up / spin down) at 10.3 / 6.0 eV. Its spin multiplicity is 2. For the energy relative to the best compared isomer or geometry (same formula, charge and spin), the calculation gives 0.0 kcal per mole.

The geometry in XYZ format:
```
8
Properties=species:S:1:pos:R:3:forces:R:3
O 0.1409 0.8187 -0.7348 -1.8 0.8 -0.3
O 0.4718 -0.6787 0.7229 -1.6 -0.9 0.9
C -1.0958 0.3233 -0.4026 0.3 1.6 -4.3
C -0.8852 -0.6442 0.4977 1.8 -2.2 3.7
C 1.0527 0.2406 0.0023 1.3 0.2 -0.3
H -1.5234 -1.2429 1.1374 -0.2 -0.4 -0.1
Yb 3.7337 0.8151 -0.0746 0.5 0.1 0.0
H -1.8946 0.3682 -1.1483 -0.3 0.9 0.4
```
Positions in Å, forces in eV/Å.